Record 1
42
Properties=species:S:1:pos:R:3:forces:R:3 method="wB97M-V/def2-TZVPD" total_charge=0 homo_ha=-0.3337
C -0.04365 -0.16754 -0.82810 2.673 -0.711 1.742
C 1.47226 -0.44876 -1.12230 -1.536 -0.207 -0.671
C -0.74557 0.07657 -2.16951 1.500 1.475 -1.100
C -2.30618 0.27929 -2.07590 1.022 -2.708 -0.539
C -2.45659 1.74046 -2.07108 -0.257 0.386 2.052
C -4.58381 3.12539 -1.66516 3.574 -1.555 0.115
C 2.25459 -1.39695 1.17998 -3.390 1.643 -0.568
C 2.61673 -0.32831 2.26593 1.014 4.940 0.367
C 2.95469 -2.63025 1.46942 2.506 -2.074 1.483
C 2.44834 -3.15719 2.88814 0.264 1.726 0.587
C 3.59469 -3.47749 3.88513 0.328 -0.782 0.961
H -1.05639 1.02517 0.50273 1.935 0.822 -0.746
H 0.09187 1.85077 -0.54695 -0.509 -0.391 0.883
H -0.17330 -1.08006 -0.11457 -1.223 1.304 -1.499
H -0.41403 -0.59671 -3.06437 -0.495 1.151 2.072
H -0.09851 1.30691 -2.40801 -2.181 -3.772 0.047
H -2.77584 -0.25942 -3.01819 0.508 1.099 2.231
H -2.78180 -0.07318 -1.06114 1.125 -0.123 -1.974
H -1.62475 2.04571 -1.35973 -1.277 0.669 -0.992
H -2.23537 2.04881 -3.04977 0.144 1.096 -1.265
H -3.97443 1.35642 -0.83250 -0.656 0.313 0.531
H -5.83541 4.11524 -0.90778 -0.934 0.847 0.690
H -5.08276 4.62834 -3.03020 2.880 -2.463 0.146
H -3.68504 3.37066 -3.53369 -2.101 1.597 1.444
H 3.23545 -1.17699 -0.76977 -1.731 0.790 1.619
H 1.13594 -1.67893 1.28716 1.520 0.839 0.208
H 2.67199 -3.44523 0.81654 0.036 0.184 -0.630
H 4.11046 -2.55047 1.42308 -1.868 0.093 0.210
H 1.89001 -4.05040 2.66346 -0.218 -0.304 0.518
H 1.73141 -2.37587 3.41787 1.370 -1.522 -1.073
H 3.90195 -1.63779 3.91220 0.966 0.298 -0.083
H 1.30154 0.95713 1.42774 0.316 -0.318 2.021
N -0.07168 1.04315 0.08085 -1.503 -1.304 -0.051
N -3.76982 1.99765 -1.56827 -0.092 0.173 -1.222
N -5.25785 3.34508 -0.62382 -1.585 0.834 -0.412
N -4.28161 3.88453 -2.79249 -1.764 1.034 -1.220
N 2.36184 -0.87454 -0.20496 3.182 -1.298 0.874
O 1.86214 -0.42274 -2.26019 0.421 0.453 -1.428
O 3.66718 -0.22108 2.91247 -2.678 -1.580 -1.365
O 3.75770 -4.57864 4.37638 -0.176 1.440 -0.948
O 4.40317 -2.42087 4.22196 -1.625 -1.213 -0.404
O 1.79043 0.85215 2.34741 0.516 -2.881 -2.611

***

Record 2
14
Properties=species:S:1:pos:R:3:forces:R:3 method="wB97M-V/def2-TZVPD" total_charge=+1 homo_ha="-0.4263 / -0.6253" spin_multiplicity=3
C -0.60692 -0.69113 0.35382 -2.368 -1.549 0.803
C 1.40137 1.89761 -1.23939 -1.976 3.419 -2.762
C 1.40652 0.91861 -0.34298 -1.247 -5.173 4.063
C -1.19288 0.31439 -0.51901 0.018 -1.492 -1.487
C -0.77960 -1.79186 1.31630 0.533 2.947 -0.045
N 0.22068 0.22834 -0.16088 5.099 3.474 -1.867
H 2.21272 2.47424 -1.55936 1.436 0.353 -0.129
H 0.44456 2.28284 -1.64844 0.597 -0.572 0.286
H 2.36046 0.62006 0.26976 -2.185 0.297 -1.226
H -1.63941 0.11286 -1.54941 1.156 0.023 1.157
H -1.62653 1.14154 -0.06742 -1.023 1.673 0.902
H -1.83949 -1.85100 1.49985 -0.091 -0.466 0.499
H -0.10922 -1.56741 2.14682 -0.490 -0.241 0.563
H -0.35800 -2.58250 0.81172 0.541 -2.692 -0.757

***

Record 3
93
Properties=species:S:1:pos:R:3:forces:R:3 method="wB97M-V/def2-TZVPD" total_charge=+1 homo_ha=-0.4045
Pd 2.10103 0.88424 2.17760 0.527 -0.116 -0.317
N 2.96844 0.35658 3.99575 -0.099 -0.042 -0.371
C 2.02634 -0.60541 4.64037 0.038 0.104 -0.171
C 0.64676 -0.05287 4.24358 -0.132 0.308 0.307
O 0.23624 0.89408 4.94673 0.001 -0.233 -0.183
O 0.15242 -0.46951 3.16176 -0.362 0.499 0.511
H 3.88822 -0.04656 3.85946 0.064 -0.058 0.035
H 3.05920 1.18676 4.57063 -0.018 0.100 0.039
H 2.17317 -0.60853 5.71564 -0.055 -0.044 0.090
H 2.19949 -1.59081 4.21861 0.032 -0.069 -0.023
S 2.35405 3.13239 2.67808 -0.203 0.101 0.107
C 0.82629 3.80129 3.06857 0.299 0.224 -0.139
N -0.19663 3.20213 3.60635 -0.211 -0.010 0.224
C -1.31096 4.06598 4.00487 0.022 0.004 0.004
C -1.17569 5.37392 3.22283 -0.010 -0.250 0.091
S 0.57318 5.47693 2.73002 0.007 -0.062 0.009
H -0.09099 2.27296 4.07126 -0.044 -0.245 -0.069
H -1.25287 4.23070 5.08082 0.027 0.002 0.050
H -2.25405 3.56991 3.78682 -0.029 -0.025 0.015
H -1.43144 6.23692 3.82950 -0.028 0.039 -0.008
H -1.78312 5.38441 2.32018 0.084 -0.070 0.130
C -1.29172 -0.82453 -2.17803 0.020 -0.014 -0.001
C -0.76900 -0.31943 -3.53501 0.013 0.045 0.080
C -1.63202 -0.98529 -4.61881 0.010 -0.010 -0.100
C 0.67245 -0.80917 -3.73669 -0.025 0.063 0.039
C -0.84426 1.24747 -3.67989 -0.027 -0.057 0.007
O -0.45019 1.62737 -5.00513 0.013 -0.078 0.057
C -2.26174 1.76831 -3.40014 -0.068 0.027 0.069
C -2.54064 3.24120 -3.74342 0.014 0.037 -0.002
C -2.19479 4.23886 -2.66248 -0.087 0.006 0.015
C -1.18142 5.17708 -2.81713 0.017 0.032 0.018
C -0.87886 6.08737 -1.81080 0.047 0.013 -0.010
C -1.61677 6.06427 -0.64118 0.030 -0.052 -0.058
Cl -1.26475 7.20716 0.62315 -0.068 0.376 -0.311
C -2.64985 5.15702 -0.46857 -0.024 -0.030 0.039
C -2.92614 4.25107 -1.47760 -0.071 -0.027 0.018
C 0.23590 2.01558 -2.89768 0.052 -0.030 0.057
N 0.30605 1.79907 -1.45932 -0.039 -0.044 -0.176
C 1.34877 1.37637 -0.74968 -0.188 0.170 -0.103
N 1.00904 1.38028 0.52782 0.237 -0.287 0.284
C -0.28395 1.80537 0.54100 -0.016 0.029 0.255
N -0.73608 2.08253 -0.65015 0.112 -0.147 -0.091
H -1.41006 -1.90992 -2.22729 0.054 0.015 0.023
H -2.26792 -0.40811 -1.92455 0.064 -0.063 -0.023
H -0.60819 -0.61764 -1.35122 0.000 0.049 -0.011
H -1.49438 -2.06796 -4.56208 -0.015 0.072 0.004
H -1.34008 -0.68445 -5.62847 -0.007 -0.025 0.055
H -2.69757 -0.79406 -4.48694 0.029 -0.003 -0.010
H 0.67116 -1.89197 -3.86818 0.011 -0.013 0.018
H 1.30765 -0.59945 -2.87138 -0.013 0.053 -0.002
H 1.12555 -0.36177 -4.62274 -0.023 -0.010 0.006
H -1.15283 1.39333 -5.61959 -0.029 -0.018 -0.023
H -2.52938 1.59202 -2.35789 0.049 0.007 -0.043
H -2.93651 1.15582 -3.99889 -0.069 0.015 -0.011
H -3.61367 3.32486 -3.92934 0.002 0.008 -0.036
H -2.04601 3.51035 -4.67787 0.041 0.025 0.027
H -0.61527 5.20534 -3.74281 -0.022 0.023 0.025
H -0.08963 6.81681 -1.93931 -0.025 -0.029 0.003
H -3.23838 5.17363 0.44075 -0.013 -0.009 -0.054
H -3.73451 3.53834 -1.34065 0.059 0.058 -0.009
H 0.08917 3.07972 -3.06267 0.016 -0.041 -0.011
H 1.20767 1.74791 -3.30039 0.088 -0.040 -0.045
H 2.30628 1.09956 -1.15927 -0.045 -0.002 0.006
H -0.86973 1.89446 1.44398 0.081 -0.042 -0.114
C 1.38112 -6.19758 4.03205 -0.023 -0.041 -0.012
C 1.82656 -4.84174 3.49788 -0.026 0.029 0.012
C 2.21417 -4.94291 2.02745 0.018 0.071 -0.034
N 2.75616 -3.68335 1.49138 -0.044 -0.202 -0.062
C 2.16293 -2.50423 1.43302 -0.549 0.003 0.021
S 3.15564 -1.12462 1.22361 0.010 0.314 0.120
N 0.81728 -2.37068 1.56372 0.465 -0.779 -0.705
C -0.24611 -3.15075 1.05180 0.097 0.063 0.053
O -1.33056 -3.04572 1.56438 0.015 -0.060 0.023
C -0.02391 -3.99061 -0.16503 0.055 0.030 0.045
C -0.87213 -5.08262 -0.33369 -0.023 -0.039 0.025
C -0.73599 -5.90292 -1.44096 -0.014 -0.020 -0.006
C 0.23744 -5.62587 -2.39264 -0.004 -0.014 -0.019
C 1.06377 -4.52031 -2.24311 -0.009 0.023 -0.031
C 0.93330 -3.69892 -1.13312 0.032 0.040 0.063
H 1.08523 -6.12676 5.07844 0.013 0.003 -0.035
H 2.18394 -6.93534 3.96001 -0.036 0.032 0.002
H 0.52355 -6.57761 3.47044 0.049 0.026 0.033
H 2.68334 -4.46914 4.06670 -0.003 -0.026 0.002
H 1.01920 -4.11427 3.61510 0.014 -0.001 -0.005
H 1.37580 -5.28055 1.42481 -0.085 0.002 -0.065
H 3.00313 -5.68297 1.89688 0.020 0.012 0.001
H 3.75160 -3.64668 1.34133 0.078 -0.028 0.003
H 0.51734 -1.54931 2.11447 -0.181 0.305 0.346
H -1.63271 -5.27307 0.41399 0.037 0.009 -0.032
H -1.38917 -6.75760 -1.56450 0.022 0.032 0.005
H 0.34597 -6.26822 -3.25806 0.000 0.024 0.032
H 1.80786 -4.29592 -2.99677 -0.008 0.014 0.010
H 1.56276 -2.82002 -1.04248 -0.013 -0.029 0.019

***

Record 4
61
Properties=species:S:1:pos:R:3:forces:R:3 method="wB97M-V/def2-TZVPD" total_charge=+2 homo_ha="-0.5550 / -0.5466" spin_multiplicity=2
Tc 0.16527 -0.35207 -0.20075 0.094 -0.027 0.224
O -1.50587 3.38444 0.36140 -0.053 -0.079 -0.013
C -1.26098 2.24120 0.12831 -0.090 0.042 -0.035
N -0.00368 1.60764 0.16932 -0.016 0.128 0.029
C 1.13496 2.36427 0.51707 0.058 0.065 0.047
O 1.17473 3.51473 0.82598 0.066 -0.081 -0.002
C 2.37068 1.51075 0.42126 0.123 0.093 0.037
C 3.62569 2.02464 0.66278 -0.064 -0.034 -0.030
C 4.72018 1.18295 0.52193 -0.004 0.012 0.002
C 4.51608 -0.13740 0.14664 -0.050 -0.034 -0.023
C 3.22914 -0.58681 -0.07424 0.090 0.008 -0.030
N 2.17214 0.22927 0.06545 -0.145 0.073 0.035
C -2.31942 1.25944 -0.29699 -0.112 0.068 0.034
C -3.63482 1.64190 -0.44933 0.055 -0.045 0.004
C -4.55419 0.69044 -0.86680 0.014 0.002 0.007
C -4.12030 -0.60452 -1.11609 0.043 0.006 0.024
C -2.78681 -0.91683 -0.93979 -0.081 -0.034 -0.045
N -1.89875 0.00496 -0.53218 0.079 -0.006 -0.150
H 3.71609 3.06463 0.94443 -0.008 0.004 -0.001
H 5.72085 1.55472 0.69516 0.008 -0.002 0.009
H 5.34410 -0.81953 0.01943 0.006 -0.004 -0.001
H 3.02439 -1.60488 -0.37097 0.002 -0.041 0.007
H -3.90281 2.66915 -0.24363 0.005 -0.001 -0.002
H -5.59432 0.95546 -0.99942 -0.005 0.004 -0.003
H -4.80467 -1.37222 -1.44682 -0.005 -0.006 -0.001
H -2.40678 -1.91212 -1.12926 -0.028 0.052 -0.010
N 0.13147 -2.05876 -0.05788 0.126 -0.268 -0.372
P -0.00006 -3.74416 0.02978 -0.111 0.209 0.290
C 1.65644 -4.36926 -0.12335 -0.061 -0.117 0.013
C 2.02344 -5.20168 -1.17936 -0.001 0.036 -0.065
C 3.30646 -5.72904 -1.21538 -0.022 0.017 -0.008
C 4.20776 -5.43062 -0.20494 0.010 -0.009 -0.001
C 3.83824 -4.60584 0.85397 0.015 0.003 -0.006
C 2.56187 -4.07848 0.90292 -0.015 0.046 0.050
C -0.69814 -4.16820 1.60536 0.103 -0.142 -0.028
C -0.60710 -5.50051 2.02127 0.029 0.010 0.004
C -1.15844 -5.87290 3.23390 -0.013 0.016 0.008
C -1.78687 -4.92201 4.03051 0.002 -0.022 -0.013
C -1.86881 -3.59887 3.62005 0.005 0.002 -0.003
C -1.32568 -3.21548 2.40385 -0.070 0.084 -0.017
C -1.05446 -4.19591 -1.32594 -0.029 -0.008 -0.036
C -0.71000 -3.80446 -2.62519 0.045 0.052 -0.002
C -1.54657 -4.12414 -3.67750 -0.020 -0.002 -0.012
C -2.72203 -4.83051 -3.44022 -0.005 -0.001 0.001
C -3.06833 -5.21336 -2.15256 0.003 -0.003 -0.014
C -2.23870 -4.89518 -1.08790 0.025 -0.024 0.061
H 1.31841 -5.44447 -1.96362 -0.001 -0.020 0.018
H 3.59657 -6.37944 -2.02858 0.001 -0.009 -0.005
H 5.20256 -5.85445 -0.23221 0.010 0.003 -0.002
H 4.54119 -4.39381 1.64794 0.000 0.000 0.009
H 2.26374 -3.46062 1.74311 -0.016 -0.006 0.006
H -0.10207 -6.23964 1.40973 0.007 0.008 -0.011
H -1.09179 -6.90045 3.56303 -0.001 -0.006 0.003
H -2.21001 -5.21655 4.98115 -0.004 0.004 0.011
H -2.34981 -2.86405 4.25020 -0.009 0.008 0.006
H -1.38556 -2.18039 2.08874 0.011 -0.026 0.004
H 0.20160 -3.24886 -2.81177 0.002 -0.001 0.008
H -1.28603 -3.82708 -4.68374 0.010 -0.001 -0.012
H -3.36973 -5.08501 -4.26819 -0.009 0.001 -0.010
H -3.98148 -5.76443 -1.97566 -0.008 -0.005 0.005
H -2.51030 -5.19331 -0.08334 0.007 0.006 0.007

***

Record 5
11
Properties=species:S:1:pos:R:3:forces:R:3 method="wB97M-V/def2-TZVPD" total_charge=0 homo_ha=-0.3256
F -0.39346 -0.68076 -2.24597 0.258 -0.841 -3.179
C -0.22626 -0.38048 -1.02208 2.658 0.029 -0.019
C -1.20314 -0.16083 -0.21880 -3.510 1.263 1.042
Cl -2.91453 -0.02109 -0.70256 1.325 -0.423 0.547
C -0.63526 0.35562 0.97124 -0.471 0.020 5.912
C 0.71240 0.53759 0.89466 -1.327 -0.572 0.867
C 1.11448 -0.05252 -0.40451 0.920 0.146 -1.336
H -1.18462 0.24325 2.08484 1.288 0.831 -3.340
H 1.38479 0.57215 1.76770 -0.482 0.341 -0.649
H 1.57308 -0.99922 -0.00743 0.209 0.616 -1.069
H 1.77251 0.58629 -1.11710 -0.870 -1.409 1.224

***

Record 6
26
Properties=species:S:1:pos:R:3:forces:R:3 method="wB97M-V/def2-TZVPD" total_charge=+1 homo_ha=-0.5626
C -1.19025 -0.25934 1.38388 1.554 2.042 1.356
C -1.07014 1.91490 0.02896 -1.289 2.539 1.651
C -2.39373 -0.11638 -0.75641 1.131 1.509 -1.395
C 2.96949 -0.52319 0.97451 1.310 0.767 0.836
C 0.22632 -1.53381 -1.11242 0.897 0.836 -1.697
C 1.58584 0.62086 -0.54738 0.559 -0.935 -1.987
C -1.11824 0.38215 0.01481 -2.609 -0.152 -1.107
O 2.20002 0.57206 0.58349 -1.327 1.656 1.843
O 0.11157 -0.13586 -0.76089 1.086 0.656 0.391
H -0.75548 -1.22213 1.38927 0.685 -1.149 -0.171
H -0.62782 0.37176 2.15510 -0.858 -0.910 -0.873
H -2.20369 -0.44405 1.69674 -0.410 0.478 0.118
H -1.19953 2.67312 -0.84644 0.444 -2.298 0.740
H -0.16285 2.19991 0.58154 -0.245 0.223 -0.136
H -1.95552 2.35362 0.73144 1.961 -1.586 -1.376
H -2.12556 -0.34301 -1.78838 -0.067 0.207 -0.180
H -2.82503 -0.99194 -0.37588 -0.421 -1.259 0.845
H -3.18569 0.65158 -0.81472 0.573 -0.193 0.278
H 2.33309 -1.31603 1.16050 -0.916 -2.260 -0.490
H 3.37068 -0.35663 1.96190 0.057 0.773 0.336
H 3.83592 -0.58870 0.34930 0.199 -0.821 -0.780
H 0.67244 -2.10311 -0.35630 0.868 -0.656 1.061
H -0.69469 -1.93179 -1.34196 -2.464 -0.581 0.098
H 0.70201 -1.65761 -2.11074 0.434 0.582 0.925
H 2.18556 0.20013 -1.34607 -0.430 -0.880 -0.444
H 1.31528 1.58350 -0.85387 -0.723 1.413 0.156

***

Summary of relative energy (zero: lowest compared OMol25 entry of this formula, charge and spin) in eV
5.646; 2.994; 0.238; 0.000; 1.319; 0.000
(order as listed above)
Summary of calculated total energy in eV
-29432.4928; -6791.5820; -101041.3803; -53012.6218; -20487.3901; -11619.8828
(order as listed above)